DFT (the ωB97M-V functional and the def2-TZVPD basis) results for a 9-piece molecular cluster, C9H36N14O10 overall at a distorted geometry.

ORCA input file:
```
! wB97M-V def2-TZVPD RIJCOSX def2/J DEFGRID3
* xyz 0 1
N 3.098 -4.437 0.198
C 2.730 -3.137 -0.016
N 2.234 -2.518 1.075
O 2.981 -2.580 -1.099
H 2.818 -4.844 1.069
H 3.661 -4.902 -0.488
H 2.453 -2.927 1.965
H 1.933 -1.537 1.071
N 4.993 -3.087 -4.018
C 5.995 -2.561 -3.264
N 5.605 -1.915 -2.131
O 7.169 -2.716 -3.583
H 4.013 -2.931 -3.878
H 5.296 -3.590 -4.830
H 4.666 -2.067 -1.780
H 6.249 -1.530 -1.468
N 1.732 0.134 -1.178
C 1.337 0.545 0.048
N 0.061 1.017 0.089
O 1.957 0.258 1.095
H 2.515 -0.503 -1.249
H 1.047 0.066 -1.912
H -0.411 1.241 -0.774
H -0.487 0.952 0.933
N -0.967 -0.260 4.981
C -0.396 0.004 3.763
N 0.827 0.603 3.856
O -1.027 -0.128 2.715
H -0.508 -0.074 5.849
H -1.860 -0.712 4.905
H 1.352 0.878 3.040
H 1.425 0.369 4.632
N -0.790 4.249 0.007
C -1.869 4.811 0.643
N -2.320 5.955 0.035
O -2.404 4.313 1.622
H -0.443 4.702 -0.815
H -0.342 3.438 0.390
H -3.110 6.422 0.440
H -1.821 6.421 -0.697
N -0.590 -2.430 -0.343
C -0.997 -2.752 -1.619
N 0.043 -2.989 -2.485
O -2.173 -2.898 -1.907
H 0.392 -2.587 -0.195
H -1.211 -2.386 0.441
H -0.176 -3.567 -3.273
H 0.957 -2.619 -2.293
N -5.006 0.234 2.934
C -4.657 1.444 2.405
N -3.334 1.696 2.281
O -5.512 2.260 2.049
H -5.976 0.155 3.188
H -4.373 -0.261 3.536
H -3.038 2.584 1.887
H -2.661 1.001 2.573
O -4.050 2.104 -3.786
C -3.882 0.948 -2.963
C -2.954 1.287 -1.828
O -1.594 1.537 -2.293
H -4.648 1.892 -4.506
H -4.818 0.821 -2.399
H -3.530 0.116 -3.569
H -2.873 0.443 -1.143
H -3.316 2.160 -1.280
H -1.738 2.294 -2.878
O 4.263 0.621 2.432
H 4.686 1.086 1.706
H 3.378 0.387 2.086
*
```

Values from the calculation:
Structure (SMILES): NC(N)=O.NC(N)=O.NC(N)=O.NC(N)=O.NC(N)=O.NC(N)=O.NC(N)=O.OCCO.O
Energy relative to the best compared isomer or geometry (same formula, charge and spin): 0.0000 eV
F_max: 2.69 eV Å⁻¹
Molar mass: 500.5 g/mol
LUMO energy: 0.1 eV

Let us look at the natural (NBO) charges, expressed in e, one per atom:
1 N -0.827
2 C 0.787
3 N -0.852
4 O -0.759
5 H 0.393
6 H 0.420
7 H 0.394
8 H 0.445
9 N -0.854
10 C 0.767
11 N -0.864
12 O -0.671
13 H 0.391
14 H 0.405
15 H 0.409
16 H 0.402
17 N -0.834
18 C 0.811
19 N -0.861
20 O -0.787
21 H 0.429
22 H 0.405
23 H 0.426
24 H 0.437
25 N -0.839
26 C 0.790
27 N -0.840
28 O -0.718
29 H 0.401
30 H 0.404
31 H 0.431
32 H 0.386
33 N -0.850
34 C 0.786
35 N -0.846
36 O -0.674
37 H 0.383
38 H 0.419
39 H 0.412
40 H 0.386
41 N -0.857
42 C 0.772
43 N -0.879
44 O -0.658
45 H 0.381
46 H 0.417
47 H 0.410
48 H 0.404
49 N -0.848
50 C 0.764
51 N -0.872
52 O -0.684
53 H 0.398
54 H 0.370
55 H 0.439
56 H 0.400
57 O -0.745
58 C -0.101
59 C -0.097
60 O -0.760
61 H 0.476
62 H 0.182
63 H 0.188
64 H 0.203
65 H 0.189
66 H 0.482
67 O -0.975
68 H 0.465
69 H 0.493